Version 1
# C2H4O3S

C2H4O3S in the gas phase (ωB97M-V/def2-TZVPD, the OMol25 dataset).

Structure (ORCA input):
```
! RIJCOSX wB97M-V def2-TZVPD def2/J DEFGRID3
* xyz 0 1
C 0.957 0.470 -0.665
C -0.337 -0.294 -0.364
O 1.950 -0.569 -0.427
O 1.162 -1.692 -0.742
O -0.640 -0.673 0.858
S -1.499 -0.416 -1.545
H 0.822 0.873 -1.674
H 1.105 1.337 0.058
H 0.099 -1.024 1.407
H -2.501 -1.105 -1.143
*
```

Computed properties:
* HOMO-LUMO gap (spin up / spin down): 7.871 / 7.872 eV
* LUMO level (spin up / spin down): -0.18 / -0.18 eV

***

Version 2
# C2H4O3S

C2H4O3S in the gas phase (ωB97M-V/def2-TZVPD, the OMol25 dataset).

Structure (ORCA input):
```
! RIJCOSX wB97M-V def2-TZVPD def2/J DEFGRID3
* xyz 0 1
C 0.984 -0.090 -0.610
C -0.421 -0.355 -0.145
O -0.925 -1.596 0.028
S -0.820 0.989 1.074
O -2.238 1.091 1.455
O -0.124 2.209 0.602
H 1.001 0.072 -1.608
H 1.597 -0.908 -0.223
H 1.236 0.907 -0.328
H -0.290 -2.318 -0.244
*
```

Computed properties:
* HOMO-LUMO gap (spin up / spin down): 7.773 / 7.543 eV
* LUMO level (spin up / spin down): -1.13 / -1.32 eV

***

The most stable of them is version 2.

***

Version 1
# C3H12N3S

A 2-piece molecular cluster, C3H12N3S overall (ωB97M-V/def2-TZVPD, the OMol25 dataset).

Structure (ORCA input):
```
! RIJCOSX wB97M-V def2-TZVPD def2/J DEFGRID3
* xyz 1 1
C 0.822 1.730 0.205
C 1.098 -1.998 -0.659
C 1.306 0.261 0.091
N -0.666 -0.348 -0.791
N 0.596 -0.646 -0.459
N -2.871 0.485 0.518
S 3.155 -0.030 0.586
H 0.681 2.086 -0.773
H -0.200 1.810 0.816
H 1.551 2.300 0.638
H 0.355 -2.694 -0.587
H 1.602 -2.106 -1.763
H 1.885 -2.226 0.085
H -1.171 -1.175 -1.191
H -1.435 0.069 -0.247
H -3.473 0.369 -0.231
H -2.991 1.470 0.798
H -3.362 -0.088 1.345
H 3.117 0.734 1.618
*
```

Computed properties:
* HOMO-LUMO gap: 9.813 eV
* LUMO level: -3.44 eV

***

Version 2
# C3H12N3S

An isolated ion of composition C3H12N3S and charge +1 (ωB97M-V/def2-TZVPD, the OMol25 dataset).

Structure (ORCA input):
```
! RIJCOSX wB97M-V def2-TZVPD def2/J DEFGRID3
* xyz 1 1
C -0.854 -1.519 -0.715
N 0.008 -0.789 0.208
C -0.455 -0.754 1.696
C 0.296 0.751 -0.460
N 0.873 0.605 -1.689
N 1.309 1.292 0.655
S -1.260 1.775 -0.491
H -1.918 -1.099 -0.856
H -0.349 -1.455 -1.702
H -1.155 -2.550 -0.255
H 0.884 -1.307 0.197
H 0.147 0.004 2.045
H -1.463 -0.229 1.746
H -0.082 -1.640 2.257
H 0.300 0.383 -2.441
H 1.431 1.368 -1.987
H 1.309 2.311 0.595
H 2.344 0.951 0.418
H -1.367 1.901 0.779
*
```

Computed properties:
* HOMO-LUMO gap: 11.184 eV
* LUMO level: -2.84 eV

***

The most stable of them is version 2.

***

Version 1
# CH2N2OS2

CH2N2OS2 in the gas phase (ωB97M-V/def2-TZVPD, the OMol25 dataset).

Structure (ORCA input):
```
! RIJCOSX wB97M-V def2-TZVPD def2/J DEFGRID3
* xyz 0 1
O 2.826 -0.679 0.080
N 1.934 0.078 0.080
N 0.363 -0.692 -0.062
C -0.755 -0.030 0.048
S -2.272 -0.665 0.077
S -0.658 1.740 0.065
H 0.488 -1.638 0.260
H -1.927 1.885 -0.549
*
```

Computed properties:
* HOMO-LUMO gap (spin up / spin down): 6.830 / 6.831 eV
* LUMO level (spin up / spin down): -1.61 / -1.61 eV

***

Version 2
# CH2N2OS2

CH2N2OS2 in the gas phase (ωB97M-V/def2-TZVPD, the OMol25 dataset).

Structure (ORCA input):
```
! RIJCOSX wB97M-V def2-TZVPD def2/J DEFGRID3
* xyz 0 1
N -1.130 -1.805 1.812
C -0.739 -0.983 1.076
S -0.314 0.597 0.084
N 1.121 -0.055 -0.551
O 0.057 1.503 1.090
S -1.567 0.985 -1.270
H 0.743 -0.823 -1.135
H 1.829 0.580 -1.107
*
```

Computed properties:
* HOMO-LUMO gap: 9.989 eV
* LUMO level: -0.38 eV

***

The most stable of them is version 2.

***

Version 1
# CH2N2O2

CH2N2O2 in the gas phase (ωB97M-V/def2-TZVPD, the OMol25 dataset).

Structure (ORCA input):
```
! RIJCOSX wB97M-V def2-TZVPD def2/J DEFGRID3
* xyz 0 1
H 1.557 0.895 0.094
N 0.666 0.364 0.222
N -0.169 1.162 -0.213
C -1.503 0.470 -0.087
O -2.464 1.190 -0.223
O -1.444 -0.853 0.363
H -0.453 -0.941 0.572
*
```

Computed properties:
* HOMO-LUMO gap: 9.878 eV
* LUMO level: -0.85 eV

***

Version 2
# CH2N2O2

A 2-piece molecular cluster, CH2N2O2 overall (ωB97M-V/def2-TZVPD, the OMol25 dataset).

Structure (ORCA input):
```
! RIJCOSX wB97M-V def2-TZVPD def2/J DEFGRID3
* xyz 0 1
C 1.426 -0.202 -0.001
N -2.158 0.274 -0.025
N -1.380 -0.536 0.048
O 2.662 -0.069 -0.058
O 0.444 0.545 0.100
H 1.154 -1.237 -0.004
H -2.149 1.225 -0.060
*
```

Computed properties:
* HOMO-LUMO gap (spin up / spin down): 6.611 / 6.937 eV
* LUMO level (spin up / spin down): -2.22 / -1.95 eV

***

The most stable of them is version 1.

***

Version 1
# C3H5NOS2

C3H5NOS2 in the gas phase (ωB97M-V/def2-TZVPD, the OMol25 dataset).

Structure (ORCA input):
```
! RIJCOSX wB97M-V def2-TZVPD def2/J DEFGRID3
* xyz 0 1
S 2.609 0.224 0.025
N 1.248 -0.820 0.010
C 0.123 -0.270 -0.005
O -0.095 1.077 0.055
C -1.445 1.421 -0.219
C -2.331 0.304 0.292
S -1.390 -1.191 -0.093
H 3.468 -0.786 0.042
H -1.579 1.566 -1.306
H -1.635 2.379 0.276
H -3.298 0.301 -0.215
H -2.507 0.399 1.368
*
```

Computed properties:
* HOMO-LUMO gap: 8.944 eV
* LUMO level: 0.66 eV

***

Version 2
# C3H5NOS2

C3H5NOS2 in the gas phase (ωB97M-V/def2-TZVPD, the OMol25 dataset).

Structure (ORCA input):
```
! RIJCOSX wB97M-V def2-TZVPD def2/J DEFGRID3
* xyz 0 1
S -3.090 -0.031 -0.332
N -1.662 -0.911 -0.169
C -0.504 -0.410 -0.083
C 0.749 -1.294 0.102
S 2.093 -0.301 -0.518
C 1.103 1.193 0.033
O -0.270 0.924 -0.164
H -2.646 1.231 -0.193
H 0.688 -2.269 -0.380
H 0.839 -1.543 1.157
H 1.407 2.057 -0.545
H 1.293 1.355 1.092
*
```

Computed properties:
* HOMO-LUMO gap: 9.307 eV
* LUMO level: 0.68 eV

***

The most stable of them is version 1.

***

Version 1
# C3H5NOS2

C3H5NOS2 in the gas phase (ωB97M-V/def2-TZVPD, the OMol25 dataset).

Structure (ORCA input):
```
! RIJCOSX wB97M-V def2-TZVPD def2/J DEFGRID3
* xyz 0 1
S -2.387 -1.460 0.122
C -2.212 0.128 -0.043
O -1.237 0.862 -0.528
C 0.031 0.332 -0.473
C 0.504 0.279 0.837
N 1.716 -0.134 1.105
S 2.459 -0.912 -0.416
H -3.031 0.717 0.082
H 0.459 1.002 -1.295
H 0.125 -0.576 -0.993
H 0.068 1.218 1.491
H 3.506 -1.457 0.111
*
```

Computed properties:
* HOMO-LUMO gap: 9.290 eV
* LUMO level: 0.08 eV

***

Version 2
# C3H5NOS2

C3H5NOS2 in the gas phase (ωB97M-V/def2-TZVPD, the OMol25 dataset).

Structure (ORCA input):
```
! RIJCOSX wB97M-V def2-TZVPD def2/J DEFGRID3
* xyz 0 1
O 0.791 -2.212 -0.112
C 0.611 -1.046 0.594
N 0.886 0.158 -0.219
C 0.110 1.220 -0.282
S 0.586 2.656 -0.777
C -1.276 0.739 -0.082
S -1.274 -0.689 1.009
H 0.141 -2.189 -0.811
H 1.041 -1.098 1.642
H 1.936 0.389 -0.387
H -1.862 1.586 0.471
H -1.690 0.485 -1.046
*
```

Computed properties:
* HOMO-LUMO gap: 9.029 eV
* LUMO level: 0.26 eV

***

The most stable of them is version 2.

***

Version 1
# C3H5NOS2

C3H5NOS2 in the gas phase (ωB97M-V/def2-TZVPD, the OMol25 dataset).

Structure (ORCA input):
```
! RIJCOSX wB97M-V def2-TZVPD def2/J DEFGRID3
* xyz 0 1
C -1.681 -0.167 -0.040
C 0.402 1.196 -1.075
C 0.492 -1.161 0.339
N -0.823 -0.814 0.614
O 1.538 1.149 1.204
S -3.090 0.466 -0.063
S 1.597 0.426 -0.050
H 0.672 0.742 -2.128
H 0.063 2.239 -0.955
H 1.077 -1.616 1.130
H 0.619 -1.809 -0.583
H -0.864 -0.650 1.608
*
```

Computed properties:
* HOMO-LUMO gap (spin up / spin down): 7.540 / 6.343 eV
* LUMO level (spin up / spin down): -0.58 / -1.11 eV

***

Version 2
# C3H5NOS2

C3H5NOS2 in the gas phase (ωB97M-V/def2-TZVPD, the OMol25 dataset).

Structure (ORCA input):
```
! RIJCOSX wB97M-V def2-TZVPD def2/J DEFGRID3
* xyz 0 1
S -1.364 -1.883 1.439
N -0.007 -1.464 0.492
C 0.280 -0.382 -0.046
C 1.464 -0.316 -1.091
O 1.374 1.079 -1.671
C 0.959 2.067 -0.737
S -0.563 1.281 0.061
H -2.125 -0.650 0.961
H 1.214 -0.950 -2.108
H 2.335 -0.580 -0.546
H 1.693 2.318 0.094
H 0.563 2.892 -1.245
*
```

Computed properties:
* HOMO-LUMO gap: 9.235 eV
* LUMO level: 0.50 eV

***

The most stable of them is version 2.

***

Version 1
# C3H6O2

C3H6O2 in the gas phase (ωB97M-V/def2-TZVPD, the OMol25 dataset).

Structure (ORCA input):
```
! RIJCOSX wB97M-V def2-TZVPD def2/J DEFGRID3
* xyz 0 1
C -1.720 0.217 0.086
O -0.601 0.144 -0.819
C 0.575 0.652 -0.292
C 1.546 -0.533 -0.082
O 0.903 1.757 -0.127
H -1.717 1.404 0.539
H -2.540 -0.170 -0.527
H -1.672 -0.577 1.070
H 2.433 -0.421 0.392
H 1.154 -1.177 0.775
H 1.640 -1.295 -1.015
*
```

Computed properties:
* HOMO-LUMO gap: 11.343 eV
* LUMO level: 0.84 eV

***

Version 2
# C3H6O2

C3H6O2 in the gas phase (ωB97M-V/def2-TZVPD, the OMol25 dataset).

Structure (ORCA input):
```
! RIJCOSX wB97M-V def2-TZVPD def2/J DEFGRID3
* xyz 0 1
C -0.183 -0.793 0.948
C 0.106 0.834 0.921
O 0.288 1.091 -0.476
C -0.391 -0.019 -1.030
O 0.367 -1.153 -0.503
H 0.578 -1.353 1.735
H -1.375 -1.188 1.198
H 1.115 1.175 1.473
H -0.809 1.512 1.352
H -0.399 0.044 -2.265
H -1.541 0.173 -0.697
*
```

Computed properties:
* HOMO-LUMO gap: 11.131 eV
* LUMO level: 0.98 eV

***

The most stable of them is version 1.

***

Version 1
# C3H6O2

C3H6O2 in the gas phase (ωB97M-V/def2-TZVPD, the OMol25 dataset).

Structure (ORCA input):
```
! RIJCOSX wB97M-V def2-TZVPD def2/J DEFGRID3
* xyz 0 1
C 1.049 -0.494 0.910
C 0.183 0.532 0.237
C -0.854 -0.138 -0.632
O -1.417 -1.190 -0.614
O -1.177 0.762 -1.634
H 2.046 -0.569 0.466
H 0.650 -1.511 0.929
H 1.266 -0.376 1.976
H -0.440 1.214 0.839
H 0.676 1.278 -0.381
H -1.982 0.491 -2.097
*
```

Computed properties:
* HOMO-LUMO gap: 11.456 eV
* LUMO level: 0.84 eV

***

Version 2
# C3H6O2

A 2-piece molecular cluster, C3H6O2 overall (ωB97M-V/def2-TZVPD, the OMol25 dataset).

Structure (ORCA input):
```
! RIJCOSX wB97M-V def2-TZVPD def2/J DEFGRID3
* xyz 0 1
O 1.295 0.766 2.765
C 0.871 1.484 1.950
O -0.395 1.349 1.459
H 1.374 2.313 1.373
H -0.505 0.303 1.626
C -0.645 -0.356 -1.851
C -0.126 -1.636 -1.497
H -1.515 -0.414 -2.470
H -0.279 0.447 -1.259
H -0.726 -2.613 -1.471
H 0.651 -1.643 -0.624
*
```

Computed properties:
* HOMO-LUMO gap: 10.722 eV
* LUMO level: 0.77 eV

***

Version 3
# C3H6O2

C3H6O2 in the gas phase (ωB97M-V/def2-TZVPD, the OMol25 dataset).

Structure (ORCA input):
```
! RIJCOSX wB97M-V def2-TZVPD def2/J DEFGRID3
* xyz 0 1
O -1.079 -0.332 1.397
C -0.089 0.289 0.638
C 0.950 -0.592 -0.078
O 0.753 0.132 -1.297
C -0.441 0.743 -0.786
H -1.232 -1.174 0.958
H 0.351 1.081 1.252
H 1.985 -0.563 0.272
H 0.659 -1.653 -0.192
H -0.489 1.816 -0.993
H -1.353 0.257 -1.171
*
```

Computed properties:
* HOMO-LUMO gap: 10.909 eV
* LUMO level: 0.96 eV

***

The most stable of them is version 1.